1.
This record from OMol25 describes a 2-piece molecular cluster, C10H17ClN3O overall in a non-equilibrium geometry. The level of theory is the ωB97M-V functional and the def2-TZVPD basis.

Each line ends with the natural charge from an NBO analysis.
Geometry (Å):
C1 4.1712 0.8907 0.5897  0.244
C2 1.5113 -1.3505 -0.2778  0.257
C3 2.9010 -1.4165 -0.9018  -0.455
C4 1.3863 -0.4064 0.8185  -0.496
C5 3.2923 -0.0335 -1.5570  -0.401
C6 3.1761 1.0733 -0.4974  -0.341
C7 1.8295 1.0554 0.3319  -0.085
C8 -4.4967 -0.5268 1.0567  -0.717
C9 -4.1254 1.9025 0.3695  -0.715
C10 -3.5556 0.5373 0.4751  0.509
N1 4.8818 0.9227 1.4800  -0.261
N2 0.5164 -2.1309 -0.5628  -0.033
N3 -2.3216 0.2181 0.1606  -0.659
O1 -0.6518 -2.1025 -0.0823  -0.620
Cl1 0.4850 1.4812 -0.8837  -0.122
H1 3.6639 -1.7169 -0.1926  0.247
H2 2.8196 -2.1335 -1.7377  0.232
H3 0.4134 -0.5322 1.4012  0.263
H4 2.1264 -0.7442 1.4205  0.245
H5 4.2315 -0.2996 -2.0284  0.258
H6 2.7346 0.2074 -2.5156  0.242
H7 3.3534 2.0027 -0.9589  0.276
H8 1.7822 1.7034 1.1755  0.247
H9 -4.2440 -0.6941 2.0922  0.273
H10 -5.5352 -0.2754 0.7873  0.252
H11 -4.5575 -1.4872 0.5452  0.268
H12 -5.0797 1.8967 -0.2938  0.284
H13 -4.5515 2.3784 1.2678  0.295
H14 -3.3578 2.3709 -0.2353  0.236
H15 -1.9268 -0.7766 0.0443  0.485
H16 -1.6707 0.9188 -0.1618  0.425
H17 0.7984 -2.9327 -1.1289  0.371

Properties
Charge: +1
M: 230.72 g mol⁻¹
Energy relative to the best compared isomer or geometry (same formula, charge and spin): 0.00 kJ/mol



2.
This record from OMol25 describes one molecule with the formula C4H5N3. The level of theory is the ωB97M-V functional and the def2-TZVPD basis.

Each line ends with the natural charge from an NBO analysis.
Geometry (Å):
N1 -1.5035 0.3536 -0.5446  -0.644
C1 -0.1183 0.2851 -0.1386  0.015
C2 -0.7047 1.4817 0.5382  -0.210
N2 1.0181 0.4805 -0.9812  -0.396
C3 1.8733 -0.3344 -0.4887  0.218
N3 1.4361 -1.2384 0.5323  -0.445
C4 0.2057 -0.9137 0.6806  0.098
H1 -1.7565 0.9367 -1.3259  0.432
H2 -2.0580 -0.4965 -0.4547  0.402
H3 -0.8272 1.2146 1.6063  0.136
H4 2.9105 -0.3609 -0.7989  0.193
H5 -0.4756 -1.4083 1.3753  0.201

Properties
M: 95.10 g mol⁻¹
Energy relative to the best compared isomer or geometry (same formula, charge and spin): 487.65 kJ/mol



3.
This record from OMol25 describes C29H22N6ORuSe2 as an isolated structure in a non-equilibrium geometry. The level of theory is the ωB97M-V functional and the def2-TZVPD basis.

Each line ends with the natural charge from an NBO analysis.
Geometry (Å):
Ru1 -0.0811 -0.4814 0.6824  0.147
Se1 2.1539 0.4264 1.2856  0.447
Se2 1.6893 -1.7824 2.0341  0.522
C1 0.4961 -1.0719 3.3769  0.016
C2 0.5734 -1.2702 4.7352  -0.212
C3 -0.4142 -0.6660 5.5113  -0.103
C4 -1.3940 0.0970 4.9003  -0.204
C5 -1.3849 0.2435 3.5175  0.074
N1 -0.4538 -0.3470 2.7703  -0.471
C6 3.4782 -0.0094 -0.0507  -0.003
C7 4.6478 0.7310 -0.0437  -0.245
C8 5.5805 0.4055 -1.0284  -0.133
C9 5.2991 -0.6277 -1.9096  -0.204
C10 4.0942 -1.3156 -1.7931  0.066
N2 3.1806 -1.0051 -0.8698  -0.472
H1 1.3630 -1.8602 5.1775  0.270
H2 -0.4067 -0.7911 6.5855  0.266
H3 -2.1644 0.5815 5.4827  0.265
H4 -2.1271 0.8322 2.9995  0.220
H5 4.8275 1.5214 0.6712  0.251
H6 6.5117 0.9531 -1.0975  0.257
H7 6.0034 -0.9068 -2.6813  0.260
H8 3.8494 -2.1345 -2.4591  0.230
N3 -1.3943 -2.0614 0.5201  -0.458
C11 -2.0245 -3.0174 0.4209  0.507
C12 -2.8036 -4.1922 0.2843  -0.184
C13 -2.9694 -4.7541 -0.9889  -0.156
C14 -3.7292 -5.9015 -1.1145  -0.195
C15 -4.3118 -6.4755 0.0108  -0.123
C16 -4.1454 -5.9126 1.2723  -0.196
C17 -3.3890 -4.7658 1.4210  -0.158
H9 -2.5127 -4.2952 -1.8547  0.230
H10 -3.8708 -6.3505 -2.0875  0.248
H11 -4.9050 -7.3734 -0.0967  0.248
H12 -4.6082 -6.3701 2.1353  0.248
H13 -3.2538 -4.3143 2.3940  0.227
O1 0.4323 -0.6646 -2.3643  -0.456
C18 0.3112 -0.6528 -1.2217  0.734
C19 -3.1855 2.3471 -0.3407  -0.210
C20 -2.4113 1.2583 0.0353  0.119
N4 -1.0842 1.3445 0.2061  -0.443
C21 -0.4862 2.5235 -0.0334  0.134
C22 -1.1900 3.6506 -0.4781  -0.069
C23 -2.5746 3.5519 -0.5909  -0.085
C24 -0.5078 4.9075 -0.7864  -0.097
C25 0.5616 5.0815 -1.5324  -0.144
C26 1.2634 4.1036 -2.3299  0.172
C27 2.2281 4.5283 -3.2559  -0.179
C28 2.8194 3.5524 -4.0230  0.098
N5 2.4505 2.2850 -3.9076  -0.302
C29 1.5032 1.9294 -3.0455  0.261
N6 0.9409 2.8177 -2.2499  -0.307
H14 -4.2558 2.2321 -0.4418  0.272
H15 -2.8556 0.2944 0.2282  0.237
H16 0.5981 2.5927 0.1177  0.229
H17 -3.1605 4.4066 -0.9051  0.263
H18 -0.9878 5.8067 -0.4045  0.269
H19 0.9176 6.0981 -1.6570  0.259
H20 2.4946 5.5708 -3.3679  0.268
H21 3.5900 3.7918 -4.7581  0.263
H22 1.1841 0.9047 -3.0066  0.232

Properties
Charge: +3
<S²>: 0.772
M: 729.53 g mol⁻¹
Energy relative to the best compared isomer or geometry (same formula, charge and spin): 23.54 kJ/mol
Spin multiplicity: 2